(1)
The following is a quantum chemistry calculation of C19H45AsN6O2PdS2Si3 as an isolated structure, from the Open Molecules 2025 dataset.

Geometry as XYZ:
```
79
Properties=species:S:1:pos:R:3:forces:R:3
Pd -1.1413 -0.4589 -0.0094 -1.2 0.3 0.9
C -5.2781 0.4990 2.2364 0.0 0.0 0.0
C -4.0530 0.4473 1.3570 0.2 -0.4 0.5
S -2.8194 -0.6267 1.8424 0.1 0.2 -0.3
C -3.9746 1.2541 0.2351 0.4 0.3 -0.7
C -5.1009 2.1918 -0.1317 0.0 -0.1 0.1
S -2.6542 1.2553 -0.8424 -0.1 -0.1 0.3
H -5.2083 -0.2495 3.0212 0.0 0.0 0.0
H -6.1859 0.3102 1.6587 0.0 0.0 0.0
H -5.3821 1.4813 2.7049 0.0 0.0 0.0
H -5.5543 2.6514 0.7476 0.0 0.0 0.0
H -5.8799 1.6478 -0.6725 -0.1 0.0 0.0
H -4.7208 2.9720 -0.7861 -0.1 0.0 0.0
N -2.0870 -5.2520 1.7812 0.1 -0.6 0.0
N -2.2385 -4.2343 0.8715 0.0 0.6 -0.3
N -3.4104 -3.8284 0.4520 -0.2 -0.2 0.1
C -3.0649 -2.9046 -0.4316 0.1 -0.3 -0.1
N -1.7310 -2.7874 -0.5394 -0.3 -0.1 -0.1
N -1.2184 -3.6497 0.3077 0.0 -0.3 0.2
H -2.9333 -5.3427 2.3248 -0.1 0.2 0.0
H -1.2757 -5.0731 2.3572 0.0 0.2 0.0
H -3.7838 -2.3369 -0.9943 0.1 0.1 0.0
O 0.6071 -0.2239 2.0744 -0.1 0.4 0.2
C 0.2610 0.8269 2.5730 0.2 -0.3 0.4
O -0.4582 1.7393 1.9537 -0.1 0.0 -0.4
C 0.6881 1.2485 3.9796 0.0 0.0 -0.2
N -0.0661 2.4337 4.4032 0.0 -0.1 0.2
C 0.8368 3.4053 5.0475 0.1 0.2 -0.1
C 2.2142 2.7358 5.0888 -0.1 0.0 -0.1
C 2.1523 1.7177 3.9498 -0.1 0.0 0.1
H 0.5640 0.3957 4.6515 0.0 0.0 0.0
H -0.8608 2.1984 4.9799 0.0 -0.1 0.0
H -0.6320 2.4507 2.6118 0.1 -0.1 0.1
H 0.4950 3.6822 6.0453 -0.1 0.0 0.0
H 0.8632 4.3114 4.4370 0.1 0.0 0.1
H 2.3537 2.2199 6.0407 0.0 0.0 0.0
H 3.0188 3.4592 4.9685 0.0 0.0 0.0
H 2.8397 0.8853 4.0788 0.0 0.0 -0.1
H 2.3598 2.1943 2.9889 0.0 0.0 0.0
C 3.4721 1.6326 -2.4918 -0.3 -0.3 0.1
Si 2.3879 1.2423 -0.9829 0.5 0.6 0.1
C 1.4906 2.8448 -0.4846 0.0 -0.4 -0.1
C 3.5102 0.6052 0.4072 -0.3 -0.1 -0.2
As 0.7510 -0.3825 -1.4372 0.9 0.3 -0.8
Si 1.8827 -2.4458 -1.6063 0.4 -0.7 0.1
C 2.1185 -3.0213 0.1846 -0.2 0.3 -0.2
C 3.6100 -2.3700 -2.3990 -0.4 0.2 0.0
C 0.8000 -3.6669 -2.5793 0.1 0.4 0.1
Si -0.0334 0.1826 -3.5857 -0.2 -0.1 -0.6
C -1.6161 -0.8449 -3.7575 0.3 0.1 0.1
C -0.4263 2.0342 -3.7064 0.1 -0.3 0.3
C 1.2099 -0.2676 -4.9466 -0.1 0.1 0.3
H 4.3164 2.2685 -2.2202 0.0 0.0 0.1
H 2.8941 2.1489 -3.2603 0.0 0.0 0.0
H 3.8680 0.7160 -2.9331 0.0 0.0 0.0
H 1.9554 3.3600 0.3583 0.1 -0.1 0.0
H 0.4626 2.6012 -0.2157 -0.1 0.1 0.1
H 1.4522 3.5502 -1.3165 0.1 0.0 -0.1
H 4.2053 1.3613 0.7766 0.0 0.1 -0.1
H 4.0988 -0.2419 0.0476 0.0 0.0 0.0
H 2.9088 0.2460 1.2438 0.0 0.0 0.0
H 3.0337 -2.6071 0.6120 0.0 0.0 0.0
H 2.1607 -4.1075 0.2750 0.0 0.0 -0.1
H 1.2806 -2.6640 0.7838 0.0 0.0 0.1
H 4.2198 -1.5902 -1.9394 0.0 0.0 0.0
H 3.5621 -2.1679 -3.4702 0.0 0.0 0.0
H 4.1270 -3.3216 -2.2621 -0.1 -0.1 0.0
H -0.2387 -3.3415 -2.5218 0.0 -0.1 0.0
H 0.8577 -4.6705 -2.1557 0.1 0.0 0.1
H 1.0856 -3.7235 -3.6311 0.0 0.1 0.0
H -2.0546 -0.9426 -2.7622 -0.1 0.0 0.0
H -1.4053 -1.8484 -4.1323 0.1 0.0 0.0
H -2.3611 -0.3884 -4.4107 0.1 0.1 -0.1
H -1.4525 2.2250 -3.3911 0.0 0.0 0.1
H -0.3050 2.4037 -4.7257 0.0 -0.1 -0.1
H 0.2274 2.6140 -3.0532 0.0 0.1 0.0
H 1.6134 -1.2702 -4.7953 0.0 0.0 0.0
H 2.0464 0.4331 -4.9450 0.0 0.0 0.0
H 0.7434 -0.2318 -5.9327 -0.1 0.0 0.0
```
Forces are in eV/Å.

The calculation puts the highest occupied orbital energy (spin up / spin down) at -0.2247 / -0.2612 hartree. Its molecular weight is 719.343 g mol⁻¹. Its HOMO-LUMO gap (spin up / spin down) is 6.609 / 6.470 eV. The expectation value of S² is 2.018. The calculation puts the energy at -143092.817 eV. Its LUMO energy (spin up / spin down) is 0.49 / -0.64 eV. As for the spin multiplicity: 3. Its relative energy (zero: lowest compared OMol25 entry of this formula, charge and spin) is 72.1 kJ/mol.

So, what does the Mulliken scheme give us? The charges, in e, come out as:
1. Pd 0.699
2. C -1.561
3. C 0.545
4. S -0.359
5. C 0.359
6. C -1.609
7. S -0.324
8. H 0.406
9. H 0.333
10. H 0.327
11. H 0.376
12. H 0.299
13. H 0.437
14. N -0.611
15. N 1.174
16. N -1.010
17. C -0.331
18. N 0.134
19. N -0.522
20. H 0.309
21. H 0.276
22. H 0.516
23. O -0.567
24. C -0.097
25. O -0.258
26. C 0.383
27. N -0.398
28. C -0.663
29. C -0.713
30. C -0.502
31. H 0.287
32. H 0.223
33. H 0.433
34. H 0.300
35. H 0.275
36. H 0.327
37. H 0.369
38. H 0.434
39. H 0.057
40. C -1.106
41. Si 0.297
42. C -1.178
43. C -0.906
44. As 0.297
45. Si 0.574
46. C -0.928
47. C -1.105
48. C -1.002
49. Si 0.361
50. C -0.745
51. C -0.937
52. C -1.031
53. H 0.394
54. H 0.253
55. H 0.272
56. H 0.447
57. H 0.129
58. H 0.524
59. H 0.419
60. H 0.293
61. H 0.085
62. H 0.311
63. H 0.464
64. H 0.022
65. H 0.241
66. H 0.288
67. H 0.370
68. H 0.057
69. H 0.426
70. H 0.352
71. H -0.161
72. H 0.321
73. H 0.448
74. H 0.339
75. H 0.422
76. H 0.084
77. H 0.192
78. H 0.255
79. H 0.408

(2)
The following is a quantum chemistry calculation of one molecule with the formula C4H6ClFN2, from the Open Molecules 2025 dataset.

Geometry as XYZ:
```
14
Properties=species:S:1:pos:R:3:forces:R:3
C -1.1795 0.8413 -1.0034 -1.0 0.2 -1.2
N -1.1696 -0.6370 -1.1126 0.2 0.0 0.1
C -0.6292 -1.4898 -0.1487 -0.1 1.0 0.7
N 0.3324 -1.1391 0.6386 -1.2 -1.5 -0.2
C 1.0729 0.0056 0.5508 1.7 1.9 1.2
C 1.9232 0.3198 1.5729 -0.2 -1.0 0.0
F 2.0828 -0.3973 2.7001 -1.0 -0.8 -0.5
Cl 3.1170 1.5212 1.7527 -0.1 1.0 -1.0
H -0.2642 1.3404 -1.4207 -0.9 -0.5 0.3
H -2.0781 1.2243 -1.6671 1.7 -0.7 1.7
H -1.2761 1.0851 0.0755 -0.2 0.3 -0.8
H -1.8041 -0.9826 -1.8048 -0.1 -0.5 0.1
H -1.1627 -2.4816 0.0964 0.9 1.6 -0.9
H 1.0353 0.7899 -0.2294 0.2 -0.9 0.4
```
Forces are in eV/Å.

The calculation puts the highest occupied orbital energy at -0.2985 hartree. Its molecular weight is 136.557 g mol⁻¹. Its HOMO-LUMO gap is 8.785 eV. The calculation puts the energy at -22463.369 eV. The SMILES is CN/C=N\C=C(/F)Cl. Its LUMO energy is 0.66 eV. Its relative energy (zero: lowest compared OMol25 entry of this formula, charge and spin) is 155.2 kJ/mol.

So, what does the natural (NBO) scheme give us? The charges, in e, come out as:
1. C -0.416
2. N -0.643
3. C 0.295
4. N -0.512
5. C -0.162
6. C 0.333
7. F -0.319
8. Cl 0.020
9. H 0.191
10. H 0.211
11. H 0.215
12. H 0.394
13. H 0.197
14. H 0.196

(3)
The following is a quantum chemistry calculation of one molecule with the formula C5H6O, from the Open Molecules 2025 dataset.

Geometry as XYZ:
```
12
Properties=species:S:1:pos:R:3:forces:R:3
C 1.0955 -0.2373 -0.4524 2.2 -2.3 -0.8
C 0.1821 0.0471 -1.3695 1.6 -1.2 2.9
C -0.9505 0.4276 -0.6361 -4.4 0.6 -1.3
O -0.4759 1.3426 0.3224 -2.8 7.5 -0.5
C -0.8089 0.1887 0.8185 0.5 -4.9 0.4
C 0.5801 -0.4152 0.9256 -0.1 -1.2 4.5
H 2.0668 -0.5972 -0.7623 0.4 0.4 0.3
H 0.3712 0.3066 -2.3154 0.5 0.3 -3.6
H -1.9720 0.5251 -1.2228 1.9 0.4 1.8
H -1.7161 -0.1404 1.3728 0.8 1.0 0.3
H 1.1187 -0.0451 1.9514 -0.7 0.4 -2.9
H 0.5089 -1.4025 1.3679 0.2 -1.2 -1.1
```
Forces are in eV/Å.

The calculation puts the highest occupied orbital energy at -0.3257 hartree. Its molecular weight is 82.102 g mol⁻¹. Its HOMO-LUMO gap is 9.994 eV. The calculation puts the energy at -7325.496 eV. The SMILES is C1=C[C@@H]2O[C@@H]2C1. Its LUMO energy is 1.13 eV. Its relative energy (zero: lowest compared OMol25 entry of this formula, charge and spin) is 365.6 kJ/mol.

So, what does the natural (NBO) scheme give us? The charges, in e, come out as:
1. C -0.141
2. C -0.249
3. C 0.001
4. O -0.464
5. C 0.068
6. C -0.480
7. H 0.210
8. H 0.214
9. H 0.196
10. H 0.192
11. H 0.235
12. H 0.218

(4)
The following is a quantum chemistry calculation of C37H89N5O8Y as an isolated structure, from the Open Molecules 2025 dataset.

Geometry as XYZ:
```
140
Properties=species:S:1:pos:R:3:forces:R:3
Y 0.3220 1.5098 -2.5007 2.8 0.3 2.6
C 0.9120 -1.9919 -0.4057 0.0 -0.9 0.9
C 0.1251 -0.8659 0.2489 0.4 0.5 -1.3
C 0.9340 -0.2147 1.3626 -0.2 0.3 0.0
O -0.1674 0.0752 -0.7771 -0.1 1.3 -1.2
H 1.2104 -2.7595 0.3226 -0.1 0.1 0.0
H 1.8517 -1.6029 -0.8053 -0.1 0.1 -0.2
H 0.3165 -2.5348 -1.1432 0.1 0.3 -0.3
H -0.8454 -1.2095 0.6270 0.2 -0.4 0.2
H 1.5436 -0.9409 1.9003 -0.2 0.0 0.2
H 0.2666 0.3305 2.0316 0.1 -0.2 0.2
H 1.5943 0.5421 0.9421 0.1 -0.2 -0.2
C 3.7411 1.9819 -0.0715 -0.5 -1.3 0.4
C 3.5644 2.7035 -1.3843 0.2 1.0 -0.1
C 4.7608 2.4051 -2.2796 -0.3 -1.0 0.1
O 2.3704 2.3927 -2.0221 -2.2 -1.3 -0.6
H 3.7380 0.8931 -0.2505 0.2 0.1 -0.2
H 2.8704 2.0927 0.5742 0.1 0.5 0.0
H 4.6533 2.1999 0.4823 0.0 0.3 -0.1
H 3.5635 3.7912 -1.1749 0.0 -0.1 0.0
H 4.7435 2.9341 -3.2303 0.1 0.3 0.1
H 4.6869 1.3313 -2.5076 0.2 0.1 -0.1
H 5.6996 2.5106 -1.7377 0.1 0.4 -0.2
C -3.7013 -0.6766 -0.2935 -0.3 0.1 0.1
O -2.9515 0.4790 -0.6601 0.0 -0.3 0.0
H -3.9258 -0.6914 0.7782 0.3 0.0 0.0
H -4.6725 -0.6828 -0.7903 0.1 0.2 -0.2
H -3.1719 -1.5896 -0.5741 0.0 0.0 0.1
H -2.0104 0.2329 -0.5579 0.3 0.2 -0.2
C 3.3519 -1.3279 -4.4005 0.0 0.2 0.1
C 2.4840 -0.1083 -4.0639 0.8 -0.8 -0.1
C 2.2455 0.8171 -5.2327 -0.7 -0.5 -0.3
O 1.1722 1.7136 -4.8912 -0.1 0.0 0.5
C 0.5751 2.3307 -6.0271 0.4 -0.2 -0.5
N 1.1538 -0.5540 -3.5657 0.0 -0.8 -0.4
H 3.5756 -1.8527 -3.4687 -0.1 0.0 0.0
H 4.3219 -1.0285 -4.7993 -0.1 0.0 -0.2
H 2.8423 -2.0272 -5.0662 0.1 0.1 -0.2
H 3.0656 0.4150 -3.3063 -0.7 0.3 0.3
H 1.8781 0.2045 -6.0688 0.2 0.1 -0.1
H 3.1431 1.3566 -5.5335 0.0 0.1 0.1
H 1.3528 2.8362 -6.6056 -0.1 0.2 0.1
H -0.1866 3.0301 -5.7003 0.1 0.1 0.1
H 0.1246 1.5813 -6.6863 0.0 0.0 0.1
H 0.6637 -0.9776 -4.3625 -0.1 0.6 -0.2
H 1.2844 -1.4201 -3.0385 0.1 0.5 0.7
C -4.8604 -3.0188 -5.6579 0.2 0.4 0.3
C -4.1196 -4.3248 -5.9425 -1.0 -0.6 -0.8
C -3.0605 -4.6531 -4.9228 0.1 0.0 -0.1
O -2.2692 -3.4998 -4.6950 0.2 0.1 0.2
C -1.9075 -3.3061 -3.3430 0.2 0.5 -0.5
N -5.0005 -5.4925 -6.0887 0.8 -0.2 0.3
H -5.9100 -3.0910 -5.9355 0.0 0.0 -0.1
H -4.4187 -2.1740 -6.1908 0.0 -0.1 0.0
H -4.8113 -2.7456 -4.5988 -0.1 -0.2 0.0
H -3.6449 -4.2948 -6.9280 0.2 0.5 0.1
H -2.4545 -5.4612 -5.3420 0.1 -0.1 0.3
H -3.5157 -4.9737 -3.9788 -0.1 -0.1 -0.1
H -2.7192 -2.8668 -2.7499 -0.1 -0.3 0.0
H -1.1192 -2.5484 -3.3585 0.1 -0.1 0.1
H -1.5207 -4.2220 -2.8911 -0.1 0.0 0.1
H -5.6482 -5.3895 -6.8524 -0.2 0.0 0.1
H -5.4475 -5.7795 -5.2306 -0.3 0.2 -0.1
C -3.0211 4.5119 -1.3533 -0.1 0.1 -0.4
C -1.8374 3.8919 -2.0850 -0.1 -0.9 0.4
C -0.7775 4.8007 -2.6638 -0.6 0.0 0.4
O 0.1924 3.9430 -3.2495 0.0 0.0 -0.3
C 1.3207 4.6833 -3.7665 0.0 -1.0 0.5
N -1.1588 2.8681 -1.2160 -1.3 0.7 -0.4
H -3.6907 3.7210 -1.0075 0.1 -0.1 -0.1
H -3.6010 5.1083 -2.0615 0.0 0.3 0.3
H -2.7533 5.0835 -0.4635 0.2 0.2 -0.2
H -2.2688 3.3389 -2.9349 0.1 0.0 0.0
H -0.3332 5.4187 -1.8768 0.2 0.0 -0.1
H -1.2428 5.4512 -3.4116 0.2 0.1 -0.1
H 1.8065 5.1663 -2.9189 -0.2 0.6 -0.2
H 0.9671 5.3118 -4.5791 0.2 0.4 0.1
H 2.0503 3.9514 -4.1023 -0.2 -0.1 -0.2
H -1.9403 2.2793 -0.9066 0.3 -0.2 0.2
H -0.8509 3.3519 -0.3660 0.3 -0.3 0.0
C 2.2098 -3.4606 4.6682 -0.2 -0.1 -1.0
C 1.3246 -4.4204 5.4716 0.4 0.5 1.0
C -0.0533 -3.7924 5.6799 -0.9 1.2 -0.2
C -1.1317 -4.1432 4.6505 0.2 0.5 0.3
C -1.1039 -5.6035 4.2892 -0.7 -0.1 0.2
C 0.2731 -6.1107 3.8810 -0.1 0.4 -0.5
N 1.2388 -5.7768 4.9314 -0.8 -0.6 0.2
O 2.5191 -6.2196 4.5024 0.1 0.1 0.2
C 0.1532 -7.6313 3.7667 0.3 0.0 0.1
C 0.6231 -5.4790 2.5087 -0.1 -0.5 -0.6
C 1.9352 -4.5489 6.8794 0.4 1.3 0.3
H 2.9743 -4.0406 4.1525 0.3 0.3 0.3
H 2.6334 -2.6832 5.2991 0.2 -0.1 0.1
H 1.6564 -2.9365 3.8792 -0.2 -0.1 0.1
H -0.4490 -3.8605 6.6981 0.1 -0.9 0.0
H 0.0292 -2.6966 5.6238 0.5 -0.1 -0.1
H -1.0204 -3.5208 3.7569 0.2 -0.1 0.0
H -2.0923 -3.8309 5.0669 -0.1 -0.2 0.0
H -1.8046 -5.7697 3.4642 0.2 -0.2 -0.1
H -1.4913 -6.2101 5.1136 0.2 0.1 0.1
H 1.1228 -8.1126 3.6438 0.0 0.1 -0.2
H -0.2953 -8.0542 4.6666 -0.1 0.1 0.0
H -0.4754 -7.8551 2.9053 0.0 -0.2 0.1
H -0.0016 -4.6177 2.2726 0.2 0.2 0.2
H 1.6747 -5.2240 2.3889 0.0 0.0 0.2
H 0.3929 -6.1947 1.7127 0.1 0.0 0.1
H 1.2503 -5.0269 7.5762 0.3 -0.6 -0.1
H 2.0703 -3.5400 7.3032 -0.2 0.0 -0.2
H 2.9648 -4.9129 6.8970 -0.2 -0.6 -0.1
H 2.7871 -6.8222 5.2037 0.0 -0.1 0.0
C -0.2470 2.5841 3.9418 1.0 -0.9 -0.3
C -0.9975 3.3514 2.8409 -0.3 -0.1 1.0
C -1.8353 4.4394 3.5062 -0.9 -0.1 0.0
C -1.0487 5.6228 4.0066 0.3 -0.1 0.3
C -0.3075 6.2510 2.8269 -0.1 -0.4 1.3
C 0.6163 5.2363 2.1629 -0.2 -0.5 0.1
N -0.1664 4.0129 1.8450 -0.1 0.2 -0.8
O 0.6468 3.0649 1.1632 0.0 0.3 0.2
C 1.0749 5.7957 0.8279 0.4 -0.5 -0.5
C 1.8183 4.9303 3.0772 0.2 0.0 -0.7
C -1.9547 2.4077 2.1157 0.3 -0.1 -0.3
H 0.7291 2.2135 3.5935 0.0 0.3 0.0
H -0.7246 1.6369 4.2009 -0.4 0.3 0.2
H -0.0551 3.1529 4.8483 -0.1 0.1 0.0
H -2.5748 4.7879 2.7727 0.1 0.1 0.0
H -2.4400 3.9778 4.2929 0.2 0.0 0.1
H -0.3321 5.3321 4.7817 0.0 -0.1 -0.1
H -1.7033 6.3264 4.5228 -0.1 0.2 -0.3
H 0.3576 7.0034 3.2539 -0.3 0.5 -0.5
H -1.0699 6.6502 2.1591 0.3 0.2 -0.3
H 1.8777 5.1913 0.3951 0.1 0.1 0.1
H 0.2474 5.6872 0.1246 -0.1 0.4 0.1
H 1.4153 6.8274 0.8932 -0.1 0.1 0.1
H 2.3379 5.8570 3.3212 -0.1 0.0 0.2
H 1.5406 4.3838 3.9685 0.0 0.2 0.2
H 2.5514 4.3269 2.5288 0.0 0.0 0.1
H -1.4096 1.7408 1.4444 0.0 0.1 -0.1
H -2.6608 3.0139 1.5457 -0.1 -0.2 -0.1
H -2.4866 1.7579 2.8095 -0.2 0.2 0.1
H 1.3827 2.8585 1.7581 0.0 -0.2 0.0
```
Forces are in eV/Å.

The calculation puts the highest occupied orbital energy at -0.3601 hartree. Its molecular weight is 821.052 g mol⁻¹. As for the net charge: +1. Its HOMO-LUMO gap is 7.170 eV. The calculation puts the energy at -64681.034 eV. Its LUMO energy is -2.63 eV.

Here are the Mulliken charges for atoms 1 to 99, given in e:
1. Y 0.556
2. C -1.242
3. C 0.915
4. C -0.663
5. O 0.614
6. H 0.151
7. H 0.174
8. H 0.125
9. H 0.152
10. H 0.347
11. H 0.128
12. H -0.586
13. C -0.650
14. C 0.404
15. C -1.412
16. O 0.158
17. H 0.265
18. H -0.515
19. H 0.516
20. H 0.015
21. H 0.348
22. H 0.272
23. H 0.397
24. C -0.644
25. O -0.537
26. H 0.260
27. H 0.302
28. H 0.154
29. H -0.092
30. C -1.652
31. C 1.317
32. C -1.140
33. O 0.211
34. C -1.012
35. N -0.482
36. H 0.450
37. H 0.436
38. H 0.414
39. H -0.780
40. H 0.424
41. H 0.466
42. H 0.347
43. H 0.236
44. H 0.333
45. H 0.265
46. H 0.242
47. C -1.124
48. C 0.445
49. C -0.715
50. O -0.239
51. C -0.239
52. N -0.628
53. H 0.412
54. H 0.254
55. H 0.140
56. H 0.238
57. H 0.249
58. H 0.401
59. H 0.325
60. H -0.370
61. H 0.377
62. H 0.238
63. H 0.200
64. C -1.534
65. C 0.488
66. C -0.594
67. O 0.287
68. C -0.995
69. N 2.053
70. H 0.379
71. H 0.478
72. H 0.168
73. H 0.229
74. H 0.113
75. H 0.436
76. H 0.292
77. H 0.378
78. H 0.087
79. H -0.025
80. H -1.096
81. C -1.680
82. C 1.862
83. C -1.315
84. C -0.303
85. C -1.442
86. C 1.613
87. N 0.087
88. O -0.493
89. C -1.782
90. C -1.360
91. C -1.921
92. H 0.333
93. H 0.439
94. H 0.254
95. H 0.479
96. H 0.365
97. H 0.032
98. H 0.407
99. H 0.373

The lowest energy belongs to which entry? C19H45AsN6O2PdS2Si3